Entry 1:
114
Properties=species:S:1:pos:R:3 method="wB97M-V/def2-TZVPD" e_above_lowest_kcal_mol=38.6 homo_lumo_gap_ev=8.40 charge=+1 spin_multiplicity=1
Ba 3.06 -0.97 38.03
C 0.91 2.22 35.20
C 1.50 1.15 36.03
O 2.68 0.76 35.81
O 0.93 0.67 37.00
H 0.79 3.12 35.81
H -0.15 2.07 34.99
H 1.51 2.52 34.34
C 5.08 1.08 33.45
C 5.37 2.23 34.22
C 6.65 2.69 34.26
C 7.66 2.14 33.48
C 7.38 0.98 32.67
C 6.11 0.45 32.75
N 9.03 2.78 33.42
O 9.22 3.84 34.04
O 9.93 2.30 32.70
H 4.09 0.64 33.50
H 4.58 2.66 34.82
H 6.88 3.50 34.92
H 8.13 0.60 31.99
H 5.71 -0.42 32.26
C -1.90 3.26 40.01
C -1.03 3.49 38.94
C -0.73 4.84 38.69
C -1.22 5.92 39.56
C -2.09 5.61 40.56
C -2.47 4.27 40.73
N -0.76 7.30 39.39
O -0.16 7.58 38.31
O -1.06 8.13 40.26
H -2.27 2.26 40.18
H -0.78 2.74 38.21
H -0.09 5.08 37.85
H -2.56 6.38 41.15
H -3.05 3.96 41.58
C -3.71 2.50 34.52
C -2.67 2.42 35.49
C -2.56 1.24 36.29
C -3.46 0.19 36.15
C -4.47 0.27 35.20
C -4.55 1.41 34.40
N -3.39 -0.90 37.13
O -2.68 -0.75 38.12
O -4.07 -1.89 36.88
H -3.88 3.42 33.99
H -2.03 3.27 35.68
H -1.75 1.26 37.00
H -5.15 -0.57 35.13
H -5.33 1.52 33.66
C 2.25 -2.37 34.75
O 1.98 -2.53 36.15
C 0.72 -3.07 36.39
C 0.68 -3.67 37.82
O 1.28 -2.84 38.83
C 1.25 -3.35 40.14
H 3.20 -1.87 34.64
H 1.57 -1.66 34.29
H 2.24 -3.31 34.20
H 0.41 -3.89 35.75
H -0.03 -2.28 36.29
H 1.09 -4.68 37.91
H -0.35 -3.74 38.19
H 0.25 -3.69 40.41
H 1.60 -2.68 40.93
H 1.80 -4.27 40.29
C 6.32 0.50 39.12
O 5.69 -0.19 38.02
C 6.59 -0.47 36.96
C 5.87 -1.14 35.78
O 5.23 -2.33 36.29
C 6.09 -3.45 36.23
H 6.65 1.51 38.86
H 7.22 -0.06 39.39
H 5.62 0.57 39.96
H 7.29 -1.20 37.38
H 7.13 0.41 36.64
H 6.60 -1.34 34.99
H 5.06 -0.52 35.41
H 6.31 -3.86 35.25
H 5.77 -4.29 36.86
H 7.08 -3.24 36.64
C -0.83 4.55 33.07
O -0.28 5.36 34.06
C -1.25 6.35 34.43
C -1.21 7.66 33.61
O 0.00 8.35 33.32
C 0.55 9.05 34.43
H -1.26 5.18 32.29
H -1.69 3.94 33.35
H -0.03 3.94 32.64
H -1.06 6.62 35.47
H -2.22 5.87 34.53
H -2.01 8.29 34.00
H -1.62 7.48 32.61
H 0.71 8.37 35.26
H -0.23 9.73 34.79
H 1.39 9.64 34.08
C 4.01 2.87 38.13
O 3.52 1.73 38.91
C 2.43 2.08 39.74
C 2.20 0.85 40.59
O 1.52 -0.21 39.88
C 0.17 -0.31 40.09
H 3.15 3.21 37.56
H 4.81 2.53 37.46
H 4.43 3.68 38.73
H 1.50 2.26 39.19
H 2.69 2.95 40.34
H 1.61 1.12 41.47
H 3.16 0.43 40.89
H -0.35 -0.83 39.28
H -0.26 0.67 40.29
H -0.17 -0.93 40.92

***

Entry 2:
156
Properties=species:S:1:pos:R:3 method="wB97M-V/def2-TZVPD" homo_lumo_gap_ev=4.66 charge=-1 spin_multiplicity=1
C 1.11 0.65 1.53
C 0.60 -0.77 1.37
C -0.93 -0.76 1.23
O 1.40 -1.67 0.60
H 1.97 0.66 2.20
H 0.37 1.28 2.03
H 1.28 1.07 0.54
H 0.69 -1.14 2.39
H -1.35 -1.77 1.25
H -1.22 -0.29 0.30
H -1.31 -0.13 2.04
C 8.58 3.88 -3.87
C 8.10 2.37 -3.94
O 7.36 2.20 -2.73
P 5.75 2.28 -2.75
O 5.13 1.45 -3.83
O 5.40 1.86 -1.21
C 5.47 0.49 -0.82
C 4.42 0.26 0.26
O 5.40 3.90 -2.82
C 5.64 4.82 -1.74
C 4.28 5.16 -1.10
H 9.13 4.10 -4.78
H 7.62 4.39 -3.94
H 9.05 4.13 -2.92
H 7.50 2.16 -4.82
H 8.93 1.65 -3.92
H 5.34 -0.11 -1.72
H 6.49 0.27 -0.52
H 4.50 0.95 1.10
H 3.46 0.22 -0.25
H 4.52 -0.68 0.80
H 6.31 4.34 -1.03
H 6.20 5.68 -2.13
H 3.63 5.60 -1.86
H 3.83 4.24 -0.73
H 4.32 5.77 -0.19
C -1.38 3.27 0.47
C -2.63 2.75 -0.26
O -2.68 3.24 -1.59
P -4.06 3.68 -2.30
O -5.32 3.22 -1.60
O -3.87 5.28 -2.58
C -4.02 6.23 -1.54
C -3.01 7.32 -1.75
O -3.90 3.07 -3.81
C -4.85 3.44 -4.87
C -5.85 2.36 -5.14
H -0.52 3.00 -0.14
H -1.38 4.35 0.62
H -1.29 2.80 1.45
H -2.50 1.67 -0.25
H -3.53 2.94 0.33
H -5.01 6.66 -1.69
H -3.86 5.74 -0.59
H -2.03 6.85 -1.82
H -3.22 7.92 -2.64
H -3.05 8.10 -0.99
H -5.38 4.35 -4.60
H -4.32 3.70 -5.78
H -5.34 1.40 -5.25
H -6.53 2.29 -4.29
H -6.40 2.58 -6.05
C -2.72 -8.49 -1.60
C -1.58 -8.63 -0.60
O -0.66 -7.58 -0.84
P -0.50 -6.28 0.16
O 0.63 -5.34 -0.12
O -0.48 -6.86 1.68
C 0.09 -6.14 2.78
C -0.55 -6.55 4.10
O -1.99 -5.66 0.09
C -2.32 -4.55 0.85
C -2.95 -3.56 -0.16
H -3.25 -7.58 -1.33
H -2.30 -8.30 -2.59
H -3.35 -9.38 -1.65
H -1.91 -8.74 0.43
H -1.09 -9.57 -0.84
H 1.14 -6.42 2.77
H 0.10 -5.06 2.64
H -1.50 -6.02 4.20
H -0.73 -7.62 4.18
H 0.09 -6.30 4.95
H -3.01 -4.94 1.61
H -1.50 -4.04 1.36
H -2.19 -3.22 -0.85
H -3.74 -3.97 -0.79
H -3.30 -2.66 0.36
C -1.52 -3.18 -6.84
C -0.78 -2.67 -5.58
O -1.71 -2.07 -4.73
P -1.25 -1.44 -3.29
O -0.35 -2.29 -2.46
O -2.70 -1.12 -2.57
C -3.67 -0.29 -3.16
C -4.95 -0.39 -2.31
O -0.75 0.04 -3.72
C -0.35 0.83 -2.57
C 0.54 1.99 -2.98
H -0.79 -3.63 -7.51
H -2.35 -3.87 -6.65
H -1.93 -2.36 -7.43
H -0.10 -3.37 -5.09
H -0.10 -1.88 -5.89
H -3.32 0.74 -3.07
H -3.68 -0.54 -4.22
H -5.72 0.25 -2.73
H -5.26 -1.44 -2.23
H -4.72 -0.08 -1.29
H -1.22 1.25 -2.06
H 0.11 0.27 -1.75
H 1.43 1.54 -3.42
H -0.05 2.51 -3.74
H 0.78 2.64 -2.15
C 2.60 -3.31 3.21
C 2.42 -3.25 4.74
C 1.15 -2.40 5.09
F 0.00 -2.87 4.56
F 0.98 -2.33 6.40
F 2.21 -4.54 5.12
F 3.51 -2.82 5.35
O 3.69 -4.11 2.82
C 4.64 -3.44 2.02
C 5.81 -4.36 2.04
F 6.83 -3.90 1.35
F 6.24 -4.63 3.25
F 4.15 -3.33 0.77
F 5.02 -2.25 2.52
H 2.57 -2.31 2.80
H 1.69 -3.77 2.83
H 1.27 -1.36 4.76
H 5.61 -5.34 1.62
C -0.08 3.14 4.42
C 0.17 2.59 5.83
C 0.35 3.68 6.92
F 0.79 3.13 8.01
F 1.13 4.73 6.64
F -0.81 1.82 6.17
F 1.33 1.81 5.79
O -0.89 4.35 4.40
C -2.33 4.22 4.55
C -2.98 5.43 3.95
F -4.29 5.20 3.91
F -2.76 6.59 4.62
F -2.74 3.10 3.88
F -2.69 4.04 5.83
H -0.49 2.35 3.79
H 0.84 3.49 3.95
H -0.61 4.14 7.16
H -2.65 5.67 2.94
C -4.35 -0.83 3.48
Br -4.25 0.16 1.73
Br -3.50 0.32 4.93
Br -3.28 -2.50 3.37
H -5.37 -1.08 3.76

***

Entry 3:
12
Properties=species:S:1:pos:R:3 method="wB97M-V/def2-TZVPD" e_above_lowest_kcal_mol=17.9 homo_lumo_gap_ev=10.96 charge=0 spin_multiplicity=1
C 0.45 -2.14 -0.99
O -0.59 -1.30 -0.53
H 1.41 -1.69 -0.73
H 0.41 -3.14 -0.56
H 0.41 -2.24 -2.08
H -1.24 -1.82 -0.05
C -0.05 1.74 0.67
O -0.48 3.09 0.75
H -0.83 1.04 0.99
H 0.16 1.54 -0.38
H 0.86 1.56 1.24
H -0.51 3.35 1.68

***

Entry 4:
13
Properties=species:S:1:pos:R:3 method="wB97M-V/def2-TZVPD" e_above_lowest_kcal_mol=84.1 homo_lumo_gap_ev=9.99 charge=+1 spin_multiplicity=1
C 0.28 -1.96 -1.01
C 0.40 -0.40 0.13
C -0.27 0.86 0.18
N 1.07 -2.66 -0.38
N 1.24 -0.90 0.92
N 0.41 2.03 0.37
N -1.58 0.83 -0.12
O 1.63 -2.14 0.74
H -0.51 -2.29 -1.65
H 1.41 2.12 0.66
H 0.02 2.94 0.09
H -2.03 -0.09 -0.24
H -2.08 1.66 0.31

***

Entry 5:
47
Properties=species:S:1:pos:R:3 method="wB97M-V/def2-TZVPD" homo_lumo_gap_ev=9.90 charge=+1 spin_multiplicity=1
Mg 0.10 0.06 0.51
C -1.44 0.03 3.00
C -0.04 0.17 3.03
C 0.52 1.43 2.82
C -0.29 2.53 2.58
C -1.67 2.38 2.55
C -2.24 1.13 2.76
H -1.88 -0.94 3.18
H 0.59 -0.67 3.29
H 1.60 1.56 2.87
H 0.16 3.50 2.40
H -2.30 3.24 2.36
H -3.32 1.01 2.74
C -2.43 -4.03 -0.35
C -1.51 -3.94 0.69
C -0.90 -2.72 0.93
N -1.17 -1.62 0.21
C -2.06 -1.72 -0.79
C -2.70 -2.90 -1.10
H -2.92 -4.97 -0.56
H -1.26 -4.79 1.30
H -0.18 -2.62 1.73
H -2.25 -0.82 -1.36
H -3.41 -2.93 -1.91
F -1.49 3.59 -0.64
C -1.21 2.51 -1.37
F -1.80 2.64 -2.56
F -1.82 1.46 -0.74
C 0.33 2.23 -1.43
O 0.71 1.64 -0.29
C 1.08 3.57 -1.63
F 2.35 3.35 -1.96
F 1.08 4.28 -0.50
F 0.52 4.31 -2.60
C 0.63 1.26 -2.61
F -0.16 0.17 -2.48
F 0.43 1.78 -3.82
F 1.89 0.82 -2.55
N 3.42 -2.89 -2.19
N 3.09 -2.03 -1.16
N 3.97 -1.17 -0.68
C 3.22 -0.50 0.18
N 1.97 -0.96 0.22
N 1.91 -1.96 -0.67
H 4.42 -3.02 -2.14
H 2.90 -3.75 -2.05
H 3.59 0.32 0.77

***

Entry 6:
12
Properties=species:S:1:pos:R:3 method="wB97M-V/def2-TZVPD" e_above_lowest_kcal_mol=48.5 homo_lumo_gap_ev=11.03 charge=0 spin_multiplicity=1
C -1.23 0.66 0.37
C -0.64 -0.62 -0.16
O -0.24 -0.57 -1.52
C 0.77 -0.77 -0.55
C 1.61 0.29 0.06
O 2.27 0.00 1.02
H -0.88 0.92 1.37
H -1.00 1.49 -0.32
H -2.32 0.56 0.40
H -1.08 -1.55 0.20
H 1.22 -1.76 -0.57
H 1.51 1.34 -0.29

***

Entry 7:
14
Properties=species:S:1:pos:R:3 method="wB97M-V/def2-TZVPD" e_above_lowest_kcal_mol=181.3 homo_lumo_gap_ev="7.08 / 7.44" charge=+1 spin_multiplicity=1
C 0.64 -2.46 -1.93
C 0.91 -1.56 -1.10
C 0.82 -0.34 -0.32
C 0.37 -0.63 0.98
C 1.07 0.80 -1.09
N -0.32 -1.69 1.25
H -1.21 -0.44 -2.65
H 0.78 -0.20 1.88
H 1.37 1.76 -0.68
H 0.23 1.10 -1.68
H 1.94 0.65 -1.71
H -0.48 -2.02 2.19
H -2.00 -0.32 -2.56
H -0.80 -2.11 0.47

***

Entry 8:
12
Properties=species:S:1:pos:R:3 method="wB97M-V/def2-TZVPD" e_above_lowest_kcal_mol=56.5 homo_lumo_gap_ev=8.77 charge=0 spin_multiplicity=1
C -1.32 0.09 -0.02
C -0.56 -1.16 0.10
C 1.44 -0.09 -0.04
C -0.61 1.20 0.06
H -3.20 0.72 -0.13
H -1.15 -2.09 0.18
H 3.15 0.86 0.11
H -0.81 2.26 0.03
N 0.73 -1.27 -0.03
N 2.71 -0.09 -0.05
O -2.69 -0.14 -0.05
O 0.72 1.07 0.02

***

Entry 9:
43
Properties=species:S:1:pos:R:3 method="wB97M-V/def2-TZVPD" e_above_lowest_kcal_mol=0.0 homo_lumo_gap_ev=5.60 charge=-2 spin_multiplicity=1
Pd 0.06 0.06 -0.35
C 0.73 -0.93 -2.99
O -0.33 -1.20 -2.05
C -0.57 -2.60 -1.91
C 0.34 -3.29 -0.91
O -0.15 -3.09 0.40
C 0.88 -3.20 1.37
C 0.30 -3.00 2.76
O 0.00 -1.68 3.10
C 1.16 -0.87 3.27
H 0.40 -1.28 -3.98
H 1.66 -1.42 -2.68
H 0.91 0.15 -2.97
H -0.42 -3.05 -2.90
H -1.61 -2.73 -1.61
H 1.35 -2.88 -1.01
H 0.36 -4.37 -1.13
H 1.65 -2.46 1.15
H 1.33 -4.21 1.32
H 1.00 -3.45 3.48
H -0.65 -3.54 2.82
H 1.82 -1.31 4.04
H 0.81 0.11 3.59
H 1.71 -0.72 2.35
Te -2.45 0.52 -0.27
C -2.57 2.62 -0.24
C -1.42 3.40 -0.35
C -1.51 4.78 -0.32
C -2.74 5.42 -0.19
C -3.89 4.65 -0.09
C -3.81 3.26 -0.11
H -0.45 2.92 -0.44
H -0.60 5.37 -0.40
H -2.80 6.50 -0.17
H -4.86 5.13 0.02
H -4.71 2.67 -0.02
F 0.64 1.35 0.99
Te 3.10 0.74 -0.45
F 1.57 1.73 -1.76
F 3.57 0.23 -2.33
F 3.46 0.72 1.58
F 4.75 -0.31 -0.29
O 2.00 -0.75 -0.29

***

Entry 10:
77
Properties=species:S:1:pos:R:3 method="wB97M-V/def2-TZVPD" homo_lumo_gap_ev="8.70 / 9.57" charge=+4 spin_multiplicity=2
Ti 0.36 0.81 -0.62
C -2.17 2.95 2.26
C -1.17 1.94 2.74
C -1.62 1.08 3.90
O -0.79 1.03 1.52
P -1.53 -0.24 0.95
O -1.41 0.05 -0.57
C -0.46 -1.65 1.31
P 1.19 -1.46 0.58
O 0.98 -0.97 -0.87
O 2.04 -2.69 0.77
C 2.03 -4.04 -0.02
C 2.33 -5.09 1.01
C 3.04 -3.91 -1.12
O 1.84 -0.17 1.20
C 2.76 -0.07 2.48
C 4.15 -0.49 2.08
C 2.14 -0.87 3.60
O -2.93 -0.38 1.48
C -4.07 -1.36 1.01
C -4.21 -2.39 2.09
C -5.27 -0.50 0.76
H -2.48 3.56 3.11
H -3.07 2.46 1.86
H -1.75 3.63 1.52
H -0.20 2.38 2.95
H -2.59 0.62 3.73
H -1.70 1.74 4.76
H -0.88 0.31 4.16
H -0.92 -2.55 0.88
H -0.38 -1.79 2.39
H 1.01 -4.14 -0.40
H 3.33 -4.96 1.42
H 2.30 -6.07 0.52
H 1.60 -5.10 1.82
H 4.04 -3.79 -0.71
H 2.81 -3.08 -1.79
H 3.02 -4.83 -1.70
H 2.70 0.99 2.68
H 4.21 -1.56 1.88
H 4.81 -0.27 2.92
H 4.51 0.08 1.22
H 2.14 -1.94 3.39
H 1.13 -0.53 3.84
H 2.75 -0.71 4.49
H -3.69 -1.80 0.08
H -4.56 -1.93 3.02
H -3.29 -2.93 2.29
H -4.96 -3.12 1.77
H -5.61 -0.04 1.69
H -6.08 -1.14 0.39
H -5.08 0.27 0.02
N -0.73 0.85 -5.36
C -0.22 1.30 -3.99
C 1.30 1.47 -4.09
C 1.93 2.31 -2.97
N 2.08 1.54 -1.66
C 1.16 3.59 -2.72
C -0.32 3.36 -2.45
N -0.49 2.71 -1.08
C -0.98 2.56 -3.58
H -0.29 -0.02 -5.68
H -0.55 1.56 -6.07
H -1.74 0.68 -5.35
H -0.48 0.46 -3.34
H 1.55 2.01 -5.02
H 1.79 0.50 -4.17
H 2.94 2.56 -3.30
H 2.65 2.15 -1.06
H 2.69 0.74 -1.83
H 1.25 4.22 -3.61
H 1.61 4.17 -1.92
H -0.83 4.32 -2.41
H -1.49 2.62 -0.88
H -0.18 3.41 -0.41
H -1.01 3.25 -4.43
H -2.01 2.32 -3.34

***

The highest charge belongs to which entry?
C19H46N3O6P2Ti